[1]
Molecular formula: C35H69N5O7
Method: DFT, ωB97M-V/def2-TZVPD

Properties
Charge: +1
Lowest unoccupied orbital energy (alpha / beta) in eV: -4.727 / -4.727
Highest occupied orbital energy (alpha / beta) in eV: -10.34 / -10.93
Multiplicity: 4

CARTESIAN COORDINATES (ANGSTROEM)
C: 0.525 -6.477 4.166
C: -0.117 -5.053 3.574
O: -0.932 -4.400 4.447
O: 0.207 -4.518 2.240
C: -0.795 -4.931 1.238
O: -1.412 -3.943 0.546
C: -1.188 -6.480 0.872
N: -2.201 -7.123 1.792
C: -3.284 -6.198 2.305
C: -4.271 -7.149 3.263
O: -3.808 -8.134 4.054
N: -5.752 -6.816 3.247
C: -5.930 -5.313 3.370
C: -6.303 -7.358 1.944
H: 0.152 -6.668 5.281
H: 1.690 -6.318 4.186
H: 0.229 -7.409 3.518
H: -0.185 -7.115 0.992
H: -1.493 -6.606 -0.266
H: -1.710 -7.674 2.559
H: -2.697 -7.865 1.213
H: -3.886 -5.772 1.375
H: -2.906 -5.341 3.014
H: -6.916 -5.086 4.001
H: -5.978 -4.789 2.299
H: -5.038 -4.788 3.958
H: -6.733 -8.442 2.188
H: -5.496 -7.520 1.104
H: -7.142 -6.681 1.477
C: 2.488 1.607 4.340
C: 3.192 1.451 2.963
C: 2.270 1.968 1.824
C: 1.136 1.013 1.458
C: 1.668 -0.389 1.192
C: 2.523 -0.939 2.364
N: 3.601 0.017 2.784
O: 4.611 -0.025 1.806
C: 1.595 -1.266 3.565
C: 3.090 -2.336 1.955
C: 4.411 2.428 3.049
H: 2.817 0.842 5.052
H: 2.715 2.571 4.813
H: 1.398 1.566 4.264
H: 2.864 2.149 0.919
H: 1.838 2.939 2.102
H: 0.382 0.994 2.251
H: 0.625 1.384 0.562
H: 0.824 -1.061 0.991
H: 2.264 -0.370 0.270
H: 2.175 -1.605 4.433
H: 0.895 -2.073 3.310
H: 0.968 -0.433 3.881
H: 3.679 -2.302 1.030
H: 2.280 -3.053 1.772
H: 3.722 -2.754 2.747
H: 5.118 2.116 3.830
H: 4.083 3.446 3.289
H: 4.961 2.504 2.102
C: 3.969 3.894 -5.693
C: 3.850 4.285 -4.193
C: 5.215 4.092 -3.475
C: 5.558 2.637 -3.167
C: 4.410 1.949 -2.439
C: 3.061 2.071 -3.196
N: 2.740 3.489 -3.569
O: 2.337 4.156 -2.398
C: 3.103 1.176 -4.464
C: 1.941 1.414 -2.327
C: 3.558 5.821 -4.224
H: 3.020 3.520 -6.091
H: 4.239 4.752 -6.322
H: 4.743 3.143 -5.873
H: 5.218 4.648 -2.529
H: 6.023 4.525 -4.082
H: 5.806 2.100 -4.087
H: 6.457 2.601 -2.542
H: 4.664 0.893 -2.286
H: 4.318 2.385 -1.436
H: 2.184 1.282 -5.054
H: 3.190 0.116 -4.191
H: 3.951 1.374 -5.119
H: 1.864 1.857 -1.326
H: 2.137 0.346 -2.172
H: 0.962 1.498 -2.814
H: 2.596 6.034 -4.710
H: 4.333 6.359 -4.783
H: 3.542 6.270 -3.223
C: -3.860 4.684 -2.486
C: -4.074 3.976 -1.118
C: -2.785 4.070 -0.255
C: -1.677 3.112 -0.683
C: -2.203 1.687 -0.800
C: -3.441 1.579 -1.727
N: -4.516 2.563 -1.364
O: -5.141 2.096 -0.194
C: -2.998 1.786 -3.201
C: -3.952 0.103 -1.708
C: -5.167 4.844 -0.411
H: -4.469 4.232 -3.275
H: -4.151 5.742 -2.453
H: -2.814 4.677 -2.805
H: -3.026 3.860 0.795
H: -2.392 5.096 -0.275
H: -1.235 3.437 -1.630
H: -0.867 3.141 0.055
H: -1.398 1.037 -1.166
H: -2.452 1.321 0.204
H: -3.860 1.772 -3.880
H: -2.322 0.982 -3.522
H: -2.447 2.710 -3.373
H: -4.194 -0.250 -0.698
H: -3.190 -0.584 -2.095
H: -4.845 -0.015 -2.333
H: -6.117 4.816 -0.962
H: -4.856 5.894 -0.346
H: -5.361 4.524 0.621

=====

[2]
Molecular formula: CHLiOYb
Method: DFT, ωB97M-V/def2-TZVPD

Properties
Charge: +1
Lowest unoccupied orbital energy (alpha / beta) in eV: -4.599 / -4.609
Relative energy (zero: lowest compared OMol25 entry of this formula, charge and spin) in kcal/mol: 35.7
Highest occupied orbital energy (alpha / beta) in eV: -9.98 / -10.48
Multiplicity: 2

CARTESIAN COORDINATES (ANGSTROEM)
H: -0.615 -0.286 -0.385
O: -0.540 -2.173 -1.476
C: -0.772 -1.196 -0.941
Yb: -0.510 1.943 0.638
Li: 2.437 1.712 2.164

=====

[3]
Molecular formula: C5H3NS2
Method: DFT, ωB97M-V/def2-TZVPD

Properties
SMILES: C#CC#CSS.C#N
Charge: 0
Lowest unoccupied orbital energy in eV: -0.370
Relative energy (zero: lowest compared OMol25 entry of this formula, charge and spin) in kcal/mol: 40.5
Highest occupied orbital energy in eV: -9.22

CARTESIAN COORDINATES (ANGSTROEM)
C: -1.608 -1.502 -0.180
C: -0.308 -1.171 -0.528
C: -2.679 -1.921 0.192
C: -0.387 1.570 0.486
C: 0.801 -0.696 -0.711
N: 0.209 1.944 1.377
S: 3.224 0.798 0.136
S: 2.201 -0.011 -1.443
H: -3.539 -2.211 0.513
H: -0.670 1.146 -0.417
H: 2.756 2.055 0.575

=====

[4]
Molecular formula: C17H29N2O3
Method: DFT, ωB97M-V/def2-TZVPD

Properties
SMILES: CCCCOc1cc(C(=O)OCCN(CC)CC)ccc1[NH3+]
Charge: +1
Lowest unoccupied orbital energy in eV: -3.267
Relative energy (zero: lowest compared OMol25 entry of this formula, charge and spin) in kcal/mol: 1.6
Highest occupied orbital energy in eV: -10.50

CARTESIAN COORDINATES (ANGSTROEM)
C: 6.528 1.987 0.376
H: 6.817 2.296 1.377
C: 5.070 1.546 0.355
C: 4.640 1.111 -1.046
C: 3.189 0.651 -1.101
H: 2.530 1.401 -0.651
H: 2.882 0.472 -2.137
O: 3.087 -0.571 -0.364
C: 1.896 -1.216 -0.309
C: 0.697 -0.805 -0.877
C: -0.434 -1.604 -0.743
C: -0.386 -2.803 -0.037
C: 0.798 -3.217 0.543
C: 1.921 -2.425 0.399
N: 3.234 -2.795 0.970
H: 3.207 -2.846 1.996
H: 3.572 -3.693 0.602
H: 3.861 -2.024 0.667
H: 0.848 -4.144 1.094
H: -1.284 -3.395 0.038
C: -1.741 -1.217 -1.366
O: -2.692 -1.956 -1.371
O: -1.679 -0.022 -1.950
C: -2.924 0.558 -2.320
H: -3.628 -0.236 -2.581
H: -2.734 1.193 -3.187
C: -3.442 1.395 -1.134
N: -3.421 0.610 0.081
C: -2.967 1.339 1.251
H: -2.785 0.612 2.045
C: -3.916 2.427 1.763
H: -3.462 2.943 2.605
H: -4.126 3.156 0.984
H: -4.856 1.994 2.096
H: -2.003 1.791 0.996
C: -4.630 -0.183 0.256
C: -4.525 -1.188 1.395
H: -5.369 -1.871 1.342
H: -3.609 -1.763 1.297
H: -4.543 -0.704 2.368
H: -4.773 -0.743 -0.670
H: -5.514 0.458 0.404
H: -2.777 2.253 -1.013
H: -4.445 1.765 -1.391
H: 0.622 0.116 -1.428
H: 4.753 1.948 -1.735
H: 5.284 0.301 -1.397
H: 4.929 0.721 1.057
H: 4.437 2.373 0.683
H: 6.681 2.825 -0.298
H: 7.182 1.175 0.064

=====

[5]
Molecular formula: C20H58N2O22S5
Method: DFT, ωB97M-V/def2-TZVPD

Properties
SMILES: CCOS(C)(=O)=O.CCOS(C)(=O)=O.CCOS(C)(=O)=O.CCOS(C)(=O)=O.CCOS(C)(=O)=O.C[N+](=O)[O-].C[N+](=O)[O-].CO.CO.CO
Charge: 0
Lowest unoccupied orbital energy in eV: -0.150
Highest occupied orbital energy in eV: -9.91

CARTESIAN COORDINATES (ANGSTROEM)
C: 3.854 3.655 -5.165
O: 2.464 3.464 -4.897
H: 4.201 2.891 -5.860
H: 4.129 4.539 -5.739
H: 4.404 3.745 -4.228
H: 2.346 3.226 -3.975
C: 1.799 0.215 -0.946
O: 2.126 1.444 -1.516
H: 1.470 0.351 0.084
H: 1.115 -0.402 -1.529
H: 2.697 -0.402 -0.905
H: 3.041 1.638 -1.298
C: 6.480 -0.246 -1.644
O: 5.819 0.886 -1.060
H: 7.208 -0.680 -0.960
H: 5.747 -1.011 -1.901
H: 6.932 0.013 -2.602
H: 5.845 0.865 -0.100
O: -6.039 0.373 0.600
S: -6.246 0.162 -0.828
O: -7.577 0.522 -1.305
O: -5.085 0.950 -1.727
C: -3.723 0.771 -1.343
C: -2.840 1.919 -1.859
C: -5.883 -1.645 -1.247
H: -3.309 -0.154 -1.744
H: -3.752 0.734 -0.254
H: -2.694 1.897 -2.939
H: -1.822 2.037 -1.489
H: -3.306 2.894 -1.716
H: -6.629 -2.300 -0.798
H: -4.892 -1.974 -0.934
H: -6.163 -1.665 -2.301
O: -0.577 -3.526 1.318
S: -1.552 -4.559 1.586
O: -2.854 -4.271 2.258
O: -1.940 -5.246 0.118
C: -2.832 -6.321 0.107
C: -3.107 -6.745 -1.372
C: -0.738 -5.979 2.440
H: -3.784 -5.987 0.520
H: -2.398 -7.078 0.761
H: -3.577 -5.956 -1.959
H: -3.726 -7.642 -1.369
H: -2.181 -7.025 -1.874
H: -0.168 -5.551 3.265
H: -0.092 -6.442 1.694
H: -1.440 -6.715 2.833
O: 2.131 -6.570 -2.145
S: 2.401 -6.471 -3.580
O: 3.720 -6.378 -4.180
O: 1.566 -7.646 -4.375
C: 2.114 -8.955 -4.183
C: 1.453 -9.910 -5.146
C: 1.300 -5.193 -4.305
H: 2.038 -9.361 -3.174
H: 3.186 -8.898 -4.372
H: 0.408 -9.973 -4.843
H: 1.757 -10.954 -5.066
H: 1.517 -9.624 -6.196
H: 1.723 -4.252 -3.953
H: 0.298 -5.460 -3.969
H: 1.438 -5.241 -5.385
O: 0.299 10.158 1.725
S: -0.199 8.963 2.408
O: -1.626 8.743 2.357
O: 0.520 7.581 1.883
C: 0.128 6.332 2.486
C: 0.836 5.173 1.794
C: 0.387 8.945 4.176
H: -0.953 6.240 2.379
H: 0.416 6.327 3.538
H: 1.886 5.365 1.573
H: 0.399 4.940 0.823
H: 0.855 4.288 2.430
H: -0.249 8.277 4.756
H: 0.328 9.971 4.539
H: 1.428 8.720 4.412
O: -2.012 3.285 6.771
S: -3.080 3.850 5.927
O: -2.993 5.192 5.400
O: -3.325 2.785 4.683
C: -3.181 1.385 4.999
C: -1.803 1.030 4.346
C: -4.729 3.610 6.744
H: -4.006 0.869 4.508
H: -3.222 1.089 6.048
H: -1.024 1.673 4.754
H: -1.837 1.300 3.291
H: -1.605 -0.040 4.411
H: -4.864 2.558 6.994
H: -5.429 4.055 6.037
H: -4.767 4.295 7.590
C: 1.023 7.598 -3.019
N: 2.426 7.197 -2.838
O: 3.276 7.962 -3.295
O: 2.686 6.148 -2.185
H: 0.742 7.880 -2.005
H: 0.445 6.723 -3.318
H: 1.005 8.374 -3.784
C: 4.253 -3.309 2.407
N: 5.648 -3.459 1.944
O: 6.554 -3.094 2.677
O: 5.832 -3.918 0.794
H: 4.241 -3.225 3.494
H: 3.614 -4.161 2.175
H: 3.877 -2.457 1.841

=====

[6]
Molecular formula: C5H7N
Method: DFT, ωB97M-V/def2-TZVPD

Properties
SMILES: C=C=C[C@H]1CN1
Charge: 0
Lowest unoccupied orbital energy in eV: 1.028
Relative energy (zero: lowest compared OMol25 entry of this formula, charge and spin) in kcal/mol: 64.7
Highest occupied orbital energy in eV: -9.10

CARTESIAN COORDINATES (ANGSTROEM)
C: -2.448 -0.408 0.590
C: -1.420 0.124 -0.016
C: -0.431 0.711 -0.640
C: 0.960 0.193 -0.798
C: 1.894 0.187 0.359
N: 1.392 -1.062 -0.204
H: -0.634 1.678 -1.100
H: -2.657 -0.204 1.638
H: -3.146 -1.051 0.058
H: 1.383 0.376 -1.785
H: 1.500 0.526 1.315
H: 2.954 0.376 0.203
H: 0.653 -1.448 0.380

=====

[7]
Molecular formula: C33H35N3O2PbTe
Method: DFT, ωB97M-V/def2-TZVPD

Properties
Charge: 0
Lowest unoccupied orbital energy in eV: 0.380
Relative energy (zero: lowest compared OMol25 entry of this formula, charge and spin) in kcal/mol: 0.0
Highest occupied orbital energy in eV: -7.27

CARTESIAN COORDINATES (ANGSTROEM)
Pb: 0.016 -0.408 -0.202
C: -3.273 -1.432 0.008
N: -2.799 -0.066 -0.187
C: -3.215 0.483 -1.488
C: -2.899 -0.328 -2.753
C: -1.413 -0.511 -3.173
N: -0.548 0.452 -2.534
C: -0.077 1.443 -3.180
C: 0.733 2.500 -2.624
C: 1.191 3.484 -3.523
C: 1.931 4.562 -3.116
C: 2.234 4.684 -1.750
C: 1.803 3.748 -0.846
C: 1.040 2.612 -1.234
O: 0.656 1.792 -0.301
C: -3.248 0.823 0.907
C: -2.128 1.474 1.730
C: -1.327 0.542 2.674
N: 0.000 0.233 2.148
C: 1.029 0.487 2.863
C: 2.427 0.274 2.569
C: 3.314 0.665 3.596
C: 4.672 0.519 3.501
C: 5.200 -0.048 2.331
C: 4.372 -0.446 1.312
C: 2.961 -0.309 1.381
O: 2.254 -0.760 0.388
H: -4.367 -1.510 -0.076
H: -2.977 -1.780 0.998
H: -2.819 -2.102 -0.725
H: -2.741 1.463 -1.580
H: -4.305 0.634 -1.483
H: -3.408 0.217 -3.551
H: -3.369 -1.312 -2.701
H: -1.355 -0.453 -4.265
H: -1.067 -1.508 -2.877
H: -0.295 1.537 -4.254
H: 0.939 3.371 -4.572
H: 2.267 5.305 -3.827
H: 2.816 5.531 -1.404
H: 2.031 3.836 0.209
H: -3.907 0.265 1.580
H: -3.850 1.630 0.483
H: -2.607 2.243 2.339
H: -1.422 1.971 1.056
H: -1.869 -0.400 2.810
H: -1.239 1.011 3.659
H: 0.853 0.922 3.855
H: 2.888 1.089 4.501
H: 5.322 0.827 4.310
H: 6.272 -0.175 2.226
H: 4.768 -0.898 0.411
Te: 1.610 -3.452 -0.435
C: 0.893 -5.459 -0.273
C: 1.253 -6.441 -1.190
C: 0.804 -7.748 -1.036
C: -0.008 -8.085 0.038
C: -0.374 -7.107 0.957
C: 0.071 -5.802 0.799
C: 2.774 -3.654 1.315
C: 2.287 -3.275 2.561
C: 3.119 -3.309 3.673
C: 4.437 -3.723 3.547
C: 4.926 -4.107 2.305
C: 4.097 -4.069 1.189
H: 1.901 -6.191 -2.023
H: 1.101 -8.507 -1.751
H: -0.347 -9.105 0.166
H: -1.003 -7.363 1.801
H: -0.212 -5.047 1.523
H: 1.265 -2.927 2.663
H: 2.734 -3.007 4.639
H: 5.087 -3.740 4.413
H: 5.954 -4.430 2.198
H: 4.482 -4.357 0.220

=====

[8]
Molecular formula: C31H40N2O4
Method: DFT, ωB97M-V/def2-TZVPD

Properties
Charge: 0
Lowest unoccupied orbital energy in eV: -0.238
Relative energy (zero: lowest compared OMol25 entry of this formula, charge and spin) in kcal/mol: 72.6
Highest occupied orbital energy in eV: -4.68

CARTESIAN COORDINATES (ANGSTROEM)
C: -4.792 -1.290 -4.763
O: -4.984 -0.820 -3.411
C: -3.881 -0.568 -2.654
C: -4.092 -0.177 -1.306
C: -3.007 0.029 -0.477
C: -1.682 -0.100 -0.969
C: -0.531 0.242 -0.108
C: -0.037 1.516 -0.092
C: 0.585 2.191 1.093
N: -0.040 3.503 1.594
C: -1.455 3.763 1.109
C: -1.973 5.067 1.701
C: -0.920 5.711 2.616
C: -0.633 4.695 3.731
C: -0.039 3.436 3.125
C: 0.371 5.957 1.813
C: 0.854 4.670 1.168
C: -0.013 2.257 -1.418
C: 0.913 1.792 -2.497
O: -0.727 3.251 -1.623
C: -1.491 -0.509 -2.295
C: -2.563 -0.707 -3.152
H: -5.797 -1.356 -5.186
H: -4.187 -0.592 -5.356
H: -4.319 -2.280 -4.775
H: -5.112 -0.057 -0.950
H: -3.153 0.326 0.564
H: -0.240 -0.470 0.663
H: 0.561 1.491 1.943
H: 1.649 2.408 0.884
H: -1.426 3.832 0.019
H: -2.056 2.880 1.371
H: -2.252 5.747 0.888
H: -2.889 4.838 2.258
H: -1.295 6.651 3.030
H: 0.054 5.094 4.485
H: -1.560 4.439 4.259
H: -0.608 2.540 3.399
H: 1.008 3.289 3.415
H: 0.206 6.709 1.034
H: 1.168 6.345 2.460
H: 1.871 4.401 1.481
H: 0.828 4.696 0.071
H: 1.369 0.821 -2.268
H: 0.361 1.753 -3.447
H: 1.729 2.532 -2.589
H: -0.471 -0.670 -2.653
H: -2.393 -0.980 -4.192
C: 3.619 -4.463 -3.528
C: 3.977 -3.424 -2.504
O: 2.762 -3.113 -1.741
C: 2.583 -1.811 -1.461
C: 1.997 -1.584 -0.093
C: 2.565 -0.456 0.664
N: 1.367 -2.609 0.408
C: 1.117 -2.908 1.651
C: 0.849 -4.275 2.012
C: 0.597 -4.657 3.348
C: 0.268 -5.972 3.646
C: 0.186 -6.917 2.613
C: 0.475 -6.563 1.286
C: 0.821 -5.247 0.992
O: 2.887 -0.874 -2.194
H: 4.534 -4.903 -3.934
H: 2.986 -5.262 -3.134
H: 3.093 -3.967 -4.347
H: 4.735 -3.776 -1.789
H: 4.326 -2.505 -2.989
H: 2.895 0.307 -0.055
H: 1.829 -0.048 1.367
H: 3.437 -0.806 1.250
H: 1.088 -2.132 2.443
H: 0.656 -3.890 4.120
H: 0.068 -6.267 4.679
H: -0.107 -7.941 2.843
H: 0.428 -7.302 0.483
H: 1.052 -4.928 -0.024